This record from the Open Molecules 2025 dataset describes a structure of composition C14H21F6MgN7P in a non-equilibrium geometry. The level of theory is the ωB97M-V functional and the def2-TZVPD basis.

The geometry in ORCA input format:
```
! wB97M-V def2-TZVPD RIJCOSX def2/J DEFGRID3
* xyz 1 1
H 2.40 -1.26 -4.59
H -1.71 2.04 -3.57
H -5.05 -0.29 -0.13
F 2.81 1.59 1.90
C 1.73 -4.66 -0.53
C 0.73 -1.49 3.79
N -0.15 0.33 -1.12
C -4.60 -1.03 0.53
F 4.05 -0.37 1.91
C 4.24 -1.72 -3.62
C 2.93 -1.02 -3.67
H -0.86 0.65 -4.26
C -1.27 3.42 2.87
H 0.85 -2.21 5.80
H 1.37 -5.21 -1.40
N 0.53 -2.36 -0.12
H -3.97 3.09 -2.88
H 3.12 0.05 -3.62
H -0.53 3.65 3.64
H 2.43 -1.35 -2.76
N -0.23 1.27 1.78
F 3.65 -0.66 -0.41
H -2.24 3.06 3.19
H 2.43 -2.09 4.95
H 1.48 -0.58 5.32
C -3.53 2.98 -0.83
C -0.82 1.43 -3.49
H -5.33 3.32 -1.76
C -0.68 2.23 2.25
C 1.44 -1.64 5.08
C -0.42 0.81 -2.14
F 4.50 1.43 0.27
C -3.13 -0.96 0.56
H -1.36 4.17 2.08
H 0.08 2.00 -3.73
H 2.77 -4.41 -0.73
F 1.87 -0.30 0.99
N -1.99 -0.91 0.65
N 0.24 -1.37 2.74
Mg 0.02 -0.53 0.80
P 3.26 0.55 0.70
H -4.93 -1.93 0.01
C -4.29 3.58 -1.96
H 1.59 -5.13 0.45
H -5.02 -1.02 1.53
H -4.10 4.65 -2.04
N -3.03 2.53 0.09
N 5.24 -2.29 -3.65
C 1.06 -3.36 -0.32
F 2.43 1.29 -0.53
*
```

energy above the lowest of the compared OMol25 structures with the same formula, charge and spin: 56.5 kJ/mol
HOMO energy: -13.02 eV
largest force on an atom: 3.12 eV/A
total energy: -56330.2687 eV


This record from the Open Molecules 2025 dataset describes a structure of composition C5H5FLiO4Pm in a non-equilibrium geometry. The level of theory is the ωB97M-V functional and the def2-TZVPD basis.

The geometry in ORCA input format:
```
! wB97M-V def2-TZVPD RIJCOSX def2/J DEFGRID3
* xyz 3 6
C -0.34 -1.39 1.66
Pm -2.31 0.37 4.11
H 0.70 -2.66 0.30
O 0.08 1.90 -0.42
Li -2.27 -0.34 -0.02
H 0.29 -1.64 2.53
C 1.35 1.28 -0.50
C 1.47 1.06 -1.86
O -1.32 -0.58 1.78
O 0.22 0.77 -2.25
H 2.29 0.63 -2.44
C -0.62 1.59 -1.49
H 2.04 1.64 0.25
F -0.89 -1.71 -0.53
O -1.80 1.40 -1.45
H 0.96 -0.62 -0.02
C 0.17 -1.70 0.36
*
```

energy above the lowest of the compared OMol25 structures with the same formula, charge and spin: 314.2 kJ/mol
expectation value of S²: 8.755
HOMO energy (alpha / beta): -18.99 / -18.99 eV
largest force on an atom: 4.65 eV/A
total energy: -32899.5504 eV


This record from the Open Molecules 2025 dataset describes a cluster of 3 separate species, C23H39NO10P2 in total in a non-equilibrium geometry. The level of theory is the ωB97M-V functional and the def2-TZVPD basis.

The geometry in ORCA input format:
```
! wB97M-V def2-TZVPD RIJCOSX def2/J DEFGRID3
* xyz 0 1
C -0.44 8.13 8.26
H -0.66 5.97 7.59
H 0.69 8.33 6.06
H 1.39 1.56 1.37
C -0.74 5.06 4.33
O 2.56 -2.30 -3.20
H -0.65 -1.62 2.62
H 0.36 8.92 8.27
H 0.33 1.54 -0.08
C 0.00 -3.67 -4.06
H 4.32 -1.66 -4.10
O -4.19 2.89 1.51
C 0.05 6.82 7.49
H 3.08 -3.95 1.01
H -3.27 7.45 3.83
H 1.22 -1.54 2.56
H -1.99 1.89 0.00
H 0.25 -0.20 3.30
P -0.30 -4.98 -6.35
H -1.24 -0.39 -0.73
C -1.04 -5.87 -8.75
P 3.25 -3.30 -1.99
H -2.09 -0.54 0.91
C 3.38 -2.14 -4.37
H -1.13 -1.91 0.25
C 0.25 7.29 5.97
H 0.20 4.87 4.90
O -0.85 -4.73 -7.94
H 3.78 -5.55 0.74
C -0.55 2.68 3.17
O 4.02 -4.25 -0.81
C -2.97 -4.84 -6.33
H -3.68 -4.80 -5.50
H -1.54 -6.67 -8.21
H -1.67 -5.57 -9.59
C -1.16 -0.80 0.32
O 2.34 -2.65 -0.97
H -1.07 -3.41 -4.06
C -1.44 6.33 4.48
C -0.73 2.08 1.73
O 0.60 -6.14 -6.67
H 2.93 -6.25 -3.82
H -2.76 -3.82 -6.66
C -2.52 4.24 2.68
H 3.58 -3.11 -4.84
H 1.01 6.69 5.42
H 0.35 -3.75 -3.04
H -4.21 5.62 2.28
C -1.26 4.04 3.42
N -1.04 7.45 5.29
C -3.02 3.12 1.72
O 0.20 -4.93 -4.72
C 0.26 -0.97 2.49
C 0.38 1.24 1.01
H 2.85 -1.50 -5.08
H -0.09 -6.22 -9.15
H 2.27 -5.12 -0.09
O 0.12 2.15 4.02
O -1.79 -5.51 -5.87
H 4.33 -5.63 -2.94
C -3.25 5.49 2.84
C 3.23 -4.74 0.27
C 0.15 -0.32 1.04
H 0.57 -2.89 -4.57
H 3.06 -6.53 -2.07
H -0.73 7.91 9.32
O 2.51 -4.62 -2.65
H -1.32 8.61 7.76
H 1.00 -0.77 0.45
H -3.41 -5.41 -7.15
C -1.89 2.30 1.03
C -2.70 6.50 3.72
C 3.26 -5.82 -2.88
H 1.09 6.60 7.88
H -1.81 7.61 5.94
*
```

energy above the lowest of the compared OMol25 structures with the same formula, charge and spin: 0.0 kJ/mol
HOMO energy: -8.34 eV
largest force on an atom: 9.97 eV/A
total energy: -65019.3405 eV


This record from the Open Molecules 2025 dataset describes the molecule C21H27BrN2O3. The level of theory is the ωB97M-V functional and the def2-TZVPD basis.

The geometry in ORCA input format:
```
! wB97M-V def2-TZVPD RIJCOSX def2/J DEFGRID3
* xyz 0 1
H 3.77 -2.77 -1.21
N -2.76 0.85 -0.82
Br -1.14 -0.95 1.75
H 1.07 4.26 -2.14
H -6.47 -0.03 -2.20
H 1.75 -3.78 -0.57
C 2.02 1.43 0.57
C -2.29 1.64 0.31
H 1.05 5.14 -0.58
C 1.09 -0.95 -2.27
H -0.49 3.37 -0.66
H -4.69 -1.11 -0.84
C -0.21 -3.08 -1.08
C -0.14 0.48 1.00
H -7.14 -0.77 -0.74
C 1.39 2.51 -0.10
C -0.29 -1.00 -2.28
C 1.83 -1.96 -1.68
H -6.92 0.98 -0.82
H -0.87 -0.21 -2.74
C 1.67 4.55 -1.27
H 5.12 0.75 1.26
C -0.94 -2.08 -1.69
C 0.01 2.55 -0.16
H -2.72 1.34 1.28
H -4.53 1.94 -0.84
H -2.57 2.68 0.12
H -5.41 0.91 1.33
H -2.02 -2.14 -1.71
H -4.25 0.89 -2.23
C -6.49 0.02 -1.11
H 1.69 -0.44 1.58
C -0.79 1.55 0.40
H 1.59 -0.11 -2.74
H -4.18 -0.36 1.42
H 3.62 0.17 -1.15
H -0.71 -3.90 -0.60
O 2.23 3.43 -0.63
O 4.04 -1.97 1.11
O 3.38 1.49 0.62
H 3.75 -1.70 -2.64
H 2.52 5.15 -1.60
C 1.18 -3.01 -1.06
C 1.24 0.41 1.09
H -2.50 -0.12 -0.69
C -5.13 -0.09 0.99
H 3.75 0.31 2.30
C -4.17 0.95 -1.14
H -5.87 -0.80 1.36
C -5.08 -0.13 -0.54
C 4.07 0.44 1.26
C 3.34 -1.86 -1.64
C 3.94 -0.91 0.53
N 3.76 -0.76 -0.79
*
```

energy above the lowest of the compared OMol25 structures with the same formula, charge and spin: 33.9 kJ/mol
HOMO energy: -8.23 eV
largest force on an atom: 0.60 eV/A
total energy: -101380.5182 eV


This record from the Open Molecules 2025 dataset describes a cluster of 2 separate species, C7H11N2O in total in a non-equilibrium geometry. The level of theory is the ωB97M-V functional and the def2-TZVPD basis.

The geometry in ORCA input format:
```
! wB97M-V def2-TZVPD RIJCOSX def2/J DEFGRID3
* xyz 1 1
C 1.00 1.10 -0.96
C -2.27 0.22 0.12
N -0.88 0.02 -0.34
O 0.70 -2.16 -2.56
N 0.47 -0.36 2.50
C 0.60 -1.21 -1.77
H 1.49 -2.08 -3.09
C -0.01 1.03 -0.17
H -0.18 1.88 0.49
H 0.53 -1.16 3.12
C 0.97 0.62 3.09
C 1.36 0.02 -1.81
H 2.05 0.26 -2.61
H -3.00 0.66 -0.64
H -2.71 -0.77 0.24
H 1.39 0.44 4.16
C -0.56 -1.01 -1.06
H 1.21 1.57 2.72
H 1.57 2.09 -1.22
H -2.33 0.68 1.13
H -1.41 -1.84 -1.32
*
```

energy above the lowest of the compared OMol25 structures with the same formula, charge and spin: 241.9 kJ/mol
HOMO energy: -13.37 eV
largest force on an atom: 7.78 eV/A
total energy: -12455.9278 eV


This record from the Open Molecules 2025 dataset describes the molecule C2H5N3O in a non-equilibrium geometry. The level of theory is the ωB97M-V functional and the def2-TZVPD basis.

The geometry in ORCA input format:
```
! wB97M-V def2-TZVPD RIJCOSX def2/J DEFGRID3
* xyz 0 1
C -0.31 0.61 1.01
H 0.59 -2.11 -0.14
N 0.97 -1.21 0.18
H 1.88 -1.00 -0.36
H -0.83 2.26 1.85
C -0.42 -0.12 -1.40
N -0.05 -0.25 -0.11
H 0.07 0.15 1.89
N -0.85 1.76 0.94
O 0.07 -0.82 -2.33
H -1.11 0.74 -1.52
*
```

energy above the lowest of the compared OMol25 structures with the same formula, charge and spin: 205.0 kJ/mol
HOMO energy: -10.10 eV
largest force on an atom: 3.59 eV/A
total energy: -8671.5180 eV


This record from the Open Molecules 2025 dataset describes a cluster of 2 separate species, C15H31N2OP in total in a non-equilibrium geometry. The level of theory is the ωB97M-V functional and the def2-TZVPD basis.

The geometry in ORCA input format:
```
! wB97M-V def2-TZVPD RIJCOSX def2/J DEFGRID3
* xyz 0 1
P 0.32 2.50 3.96
C 1.61 -0.63 1.72
C -0.26 0.01 -3.04
H 3.17 1.47 3.76
H 0.03 -2.85 -0.46
C 1.54 3.87 4.19
O -0.25 0.23 -0.64
C -1.81 -1.81 -4.02
H -0.06 1.95 -3.93
C 0.55 1.45 5.47
C -0.18 1.53 -2.93
H 1.42 -1.70 1.67
C 1.17 1.49 2.63
H -1.19 0.03 -4.98
H 3.47 -0.81 2.93
H -1.28 -2.31 -4.84
H 1.88 -0.24 -3.02
C 0.46 0.14 2.38
H 1.03 -1.58 -3.80
H 2.17 3.73 5.07
H -3.21 -0.43 -1.96
H 1.22 -0.04 -4.66
H 1.01 4.81 4.27
H 2.19 3.93 3.32
C -1.43 -1.63 -1.48
H 1.13 0.54 5.31
H -0.43 0.22 1.75
H -1.65 -3.34 -0.16
H -0.55 -3.07 -2.79
H 0.66 1.83 -2.31
H -2.30 0.25 -3.66
C -1.50 -2.54 -2.71
H -2.87 -1.89 -4.26
H 1.26 2.08 1.72
H 1.02 2.02 6.27
C 2.48 0.96 3.10
H 1.82 -0.21 0.73
H -1.09 1.94 -2.48
C -1.43 -0.33 -3.98
C -0.98 -2.48 -0.29
N 2.68 -0.24 2.67
N -0.39 -0.63 -1.71
H -2.74 -0.42 -0.26
H 0.31 -0.36 3.33
H -0.99 -1.88 0.62
H -2.26 -3.31 -2.53
C -2.81 -1.04 -1.15
H -3.53 -1.85 -0.95
H -0.44 1.15 5.81
C 1.05 -0.50 -3.67
*
```

energy above the lowest of the compared OMol25 structures with the same formula, charge and spin: 0.0 kJ/mol
HOMO energy: -4.31 eV
largest force on an atom: 1.29 eV/A
total energy: -30369.4625 eV


This record from the Open Molecules 2025 dataset describes a structure of composition C6H6O2 in a non-equilibrium geometry. The level of theory is the ωB97M-V functional and the def2-TZVPD basis.

The geometry in ORCA input format:
```
! wB97M-V def2-TZVPD RIJCOSX def2/J DEFGRID3
* xyz 0 1
C -0.27 -1.19 0.70
H -1.54 2.13 0.02
O -2.45 -0.66 -0.71
H 2.48 0.37 -0.63
C -0.89 0.93 0.26
H 0.27 -0.60 1.58
H -0.99 1.05 1.46
C 1.52 0.18 -0.43
C 0.77 -1.22 -0.51
O 0.37 -2.40 0.08
C -1.42 -0.46 -0.04
H 0.44 -1.43 -1.50
C 0.65 1.18 -0.30
H 1.07 2.12 0.03
*
```

energy above the lowest of the compared OMol25 structures with the same formula, charge and spin: 637.7 kJ/mol
HOMO energy: -9.77 eV
largest force on an atom: 6.06 eV/A
total energy: -10406.8001 eV


What did the seventh record say?
This record from the Open Molecules 2025 dataset describes a cluster of 2 separate species, C15H31N2OP in total in a non-equilibrium geometry. The level of theory is the ωB97M-V functional and the def2-TZVPD basis.

The geometry in ORCA input format:
```
! wB97M-V def2-TZVPD RIJCOSX def2/J DEFGRID3
* xyz 0 1
P 0.32 2.50 3.96
C 1.61 -0.63 1.72
C -0.26 0.01 -3.04
H 3.17 1.47 3.76
H 0.03 -2.85 -0.46
C 1.54 3.87 4.19
O -0.25 0.23 -0.64
C -1.81 -1.81 -4.02
H -0.06 1.95 -3.93
C 0.55 1.45 5.47
C -0.18 1.53 -2.93
H 1.42 -1.70 1.67
C 1.17 1.49 2.63
H -1.19 0.03 -4.98
H 3.47 -0.81 2.93
H -1.28 -2.31 -4.84
H 1.88 -0.24 -3.02
C 0.46 0.14 2.38
H 1.03 -1.58 -3.80
H 2.17 3.73 5.07
H -3.21 -0.43 -1.96
H 1.22 -0.04 -4.66
H 1.01 4.81 4.27
H 2.19 3.93 3.32
C -1.43 -1.63 -1.48
H 1.13 0.54 5.31
H -0.43 0.22 1.75
H -1.65 -3.34 -0.16
H -0.55 -3.07 -2.79
H 0.66 1.83 -2.31
H -2.30 0.25 -3.66
C -1.50 -2.54 -2.71
H -2.87 -1.89 -4.26
H 1.26 2.08 1.72
H 1.02 2.02 6.27
C 2.48 0.96 3.10
H 1.82 -0.21 0.73
H -1.09 1.94 -2.48
C -1.43 -0.33 -3.98
C -0.98 -2.48 -0.29
N 2.68 -0.24 2.67
N -0.39 -0.63 -1.71
H -2.74 -0.42 -0.26
H 0.31 -0.36 3.33
H -0.99 -1.88 0.62
H -2.26 -3.31 -2.53
C -2.81 -1.04 -1.15
H -3.53 -1.85 -0.95
H -0.44 1.15 5.81
C 1.05 -0.50 -3.67
*
```

energy above the lowest of the compared OMol25 structures with the same formula, charge and spin: 0.0 kJ/mol
HOMO energy: -4.31 eV
largest force on an atom: 1.29 eV/A
total energy: -30369.4625 eV


The highest total energy belongs to which entry?
C2H5N3O